Record 1
This record from OMol25 describes C31H48O2P2Re as an isolated structure in a non-equilibrium geometry. The level of theory is wB97M-V/def2-TZVPD.

For the gap between HOMO and LUMO (alpha / beta), the calculation gives 7.216 / 4.147 eV. Its expectation value of S² is 3.82. As for the HOMO energy (alpha / beta): -12.843 / -12.522 eV. As for the spin multiplicity: 4. Its total energy is -2120.7345 Eh. Its net charge is +2.

XYZ file:
```
84
Properties=species:S:1:pos:R:3:forces:R:3:lowdin_spin:R:1
Re 0.819 1.774 0.624 0.4 -6.5 -4.1 0.919
C 1.641 3.762 0.630 0.5 1.0 0.6 0.031
C 0.648 3.571 1.656 -0.2 1.3 0.8 0.007
C 2.402 2.099 2.076 -0.2 1.7 1.6 0.023
C 2.727 2.844 0.897 -0.4 1.4 0.8 0.020
C 1.141 2.564 2.571 1.1 1.1 1.3 0.015
C 1.526 4.851 -0.377 0.5 0.2 -0.6 0.005
H 0.498 4.979 -0.731 0.2 0.1 0.3 0.001
H 2.155 4.625 -1.246 -0.5 0.3 0.5 0.000
H 1.911 5.787 0.046 -0.3 -0.1 0.0 0.001
C 4.081 2.774 0.309 0.6 0.1 -0.7 0.005
H 4.095 3.361 -0.625 0.4 -0.6 1.1 0.001
H 4.344 1.740 0.061 0.1 0.2 0.0 0.001
H 4.843 3.191 0.978 -0.3 -0.2 0.3 -0.001
C 3.381 1.231 2.798 -0.1 -0.5 -0.2 0.006
H 4.128 1.833 3.333 -0.3 0.1 -0.2 0.002
H 3.934 0.609 2.091 0.0 -0.1 0.1 0.000
H 2.883 0.595 3.530 0.1 0.0 -0.1 0.001
C 0.586 2.257 3.925 -0.1 -0.2 -0.1 0.004
H 0.959 2.985 4.663 -0.1 -0.2 -0.3 0.001
H 0.909 1.258 4.239 -0.2 0.2 0.1 0.000
H -0.506 2.314 3.921 0.2 -0.1 0.2 0.000
C -0.567 4.429 1.830 0.0 0.1 0.1 0.000
H -0.338 5.289 2.475 -0.1 -0.2 -0.1 0.000
H -1.386 3.864 2.287 0.1 0.1 0.0 0.000
H -0.912 4.815 0.864 0.1 -0.1 0.3 0.000
C 0.301 0.784 -1.372 -0.7 0.8 0.3 -0.025
C -0.248 2.089 -1.288 0.3 0.3 -1.2 -0.012
C -1.704 2.348 -0.985 0.1 0.3 0.0 -0.002
C -2.208 1.509 0.202 -0.5 0.4 0.2 0.002
C -1.158 1.209 1.271 -0.5 -0.5 0.9 -0.015
C -0.320 0.037 1.255 -0.8 0.3 0.0 0.006
C -0.533 -1.032 0.209 0.4 -0.4 0.2 0.006
C -0.487 -0.497 -1.221 0.0 -0.4 -0.5 -0.002
H -2.308 2.134 -1.881 0.1 0.0 0.2 -0.002
H -2.678 0.589 -0.168 0.2 0.1 0.2 0.000
H -1.835 3.422 -0.774 0.0 -0.4 -0.1 0.000
H -1.496 -0.389 -1.641 0.2 0.1 0.1 0.000
H 1.174 0.706 -2.037 0.0 0.1 0.8 -0.002
H 0.236 2.830 -1.934 -0.2 0.0 0.3 0.003
H 0.028 -1.242 -1.838 -0.2 0.1 0.0 0.000
H 0.246 -1.791 0.325 0.1 0.1 0.0 0.000
H -0.008 -0.338 2.234 -0.1 0.1 -0.1 0.001
H -1.471 -1.573 0.393 -0.1 0.1 0.1 0.001
H -2.995 2.097 0.693 0.0 -0.3 -0.1 0.000
H -1.491 1.516 2.271 0.4 0.2 -0.4 0.001
P -2.833 -4.804 0.084 -1.5 -0.9 -1.2 0.325
P -2.861 -6.359 2.771 -1.9 -1.8 -0.5 0.353
C -3.964 -6.296 0.171 0.1 -0.1 0.6 0.018
C -3.542 -7.262 1.281 0.6 0.4 -0.4 0.019
H -3.934 -6.797 -0.807 -0.1 0.2 0.2 0.005
H -4.983 -5.919 0.341 0.3 -0.1 0.0 0.001
H -4.384 -7.888 1.611 0.3 0.1 0.0 0.007
H -2.729 -7.917 0.937 -0.3 0.1 0.0 0.000
C -2.296 -7.830 3.713 1.0 0.5 0.1 0.065
H -2.044 -7.502 4.729 0.0 -0.3 -0.2 0.000
H -1.398 -8.230 3.229 -0.2 -0.1 0.3 0.000
H -3.082 -8.596 3.747 0.1 0.3 -0.1 0.014
C -4.460 -6.110 3.653 0.4 1.0 0.2 0.049
H -5.012 -7.058 3.703 0.3 0.2 -0.1 0.011
H -5.058 -5.344 3.143 0.0 -0.2 0.2 0.000
H -4.223 -5.761 4.667 -0.3 0.0 -0.2 0.000
C -2.079 -5.131 -1.562 0.9 0.2 0.4 0.057
H -1.496 -4.249 -1.859 -0.1 -0.3 -0.1 0.000
H -2.868 -5.334 -2.298 0.1 0.1 0.3 0.012
H -1.408 -5.996 -1.480 -0.1 0.2 -0.2 0.000
C -4.067 -3.539 -0.418 0.4 0.5 0.6 0.051
H -4.711 -3.320 0.443 0.1 0.1 -0.3 0.000
H -4.669 -3.914 -1.256 0.2 0.0 0.2 0.011
H -3.529 -2.626 -0.711 -0.3 -0.2 0.0 0.001
O 3.352 3.595 -2.048 -0.4 -1.9 -3.6 0.112
C 3.216 2.510 -2.724 -0.4 0.0 1.8 0.001
O 3.110 1.338 -2.302 0.1 1.7 -1.1 0.110
C 3.366 2.862 -4.193 -0.1 -0.4 0.5 0.257
C 2.590 3.785 -4.923 -0.1 1.7 -1.2 0.149
C 3.277 4.791 -5.623 -0.8 -0.4 0.3 0.012
C 4.680 4.769 -5.695 0.2 0.0 0.5 0.212
C 5.361 3.618 -5.265 0.1 -1.2 0.2 0.021
C 4.663 2.588 -4.635 1.7 0.5 -0.7 0.112
H 1.499 3.729 -4.989 0.4 0.2 0.5 0.006
H 2.762 5.628 -6.105 -0.1 -0.5 0.2 -0.002
H 5.257 5.620 -6.077 -0.4 -0.4 -0.1 0.009
H 6.436 3.508 -5.415 -0.3 0.1 -0.1 -0.002
H 5.113 1.629 -4.373 0.1 0.5 0.2 0.004
```
Forces are in eV/Å.


Record 2
This record from OMol25 describes C31H49ClFGdP as an isolated structure in a non-equilibrium geometry. The level of theory is wB97M-V/def2-TZVPD.

For the gap between HOMO and LUMO (alpha / beta), the calculation gives 4.776 / 3.911 eV. Its expectation value of S² is 16.36. As for the HOMO energy (alpha / beta): -2.342 / -1.431 eV. As for the spin multiplicity: 8. Its total energy is -2877.6012 Eh. Its net charge is -1.

XYZ file:
```
84
Properties=species:S:1:pos:R:3:forces:R:3:lowdin_spin:R:1
Gd 0.601 -0.111 2.419 -1.8 -0.8 -0.5 6.694
Cl 0.766 -0.994 4.780 0.4 -0.6 1.3 -0.027
P -0.005 0.128 -0.405 0.7 -0.2 1.0 0.015
C -1.566 -0.362 1.719 -0.8 1.8 0.3 0.393
H -2.219 -0.936 1.058 -0.2 -0.3 0.3 0.022
H -2.187 0.486 2.136 0.2 -0.4 -0.1 0.022
C 1.861 0.388 -0.671 -0.5 0.3 -1.1 0.007
C -0.801 1.829 -0.570 0.4 -0.4 -0.1 -0.003
C 2.301 0.407 -2.145 0.7 0.2 0.1 0.003
H 2.049 1.390 -0.238 0.0 -0.3 0.0 -0.001
C 3.791 0.755 -2.273 0.0 0.0 0.0 0.000
H 2.125 -0.584 -2.591 0.1 0.3 0.1 0.000
H 1.713 1.131 -2.732 0.2 -0.2 0.3 0.000
C 4.696 -0.160 -1.433 -0.2 0.0 -0.3 -0.002
H 4.079 0.700 -3.331 0.1 0.1 0.1 0.000
H 3.938 1.798 -1.952 -0.1 -0.1 0.0 0.000
C 4.192 -0.352 -0.004 0.0 0.1 0.0 -0.005
H 4.773 -1.136 -1.931 -0.1 0.1 0.1 0.000
H 5.706 0.264 -1.413 0.0 -0.1 0.0 0.000
C 2.691 -0.664 0.089 0.5 0.1 -0.2 -0.041
H 4.753 -1.158 0.481 0.0 0.1 0.0 -0.001
H 4.390 0.564 0.567 -0.1 -0.1 0.0 -0.001
H 2.494 -1.660 -0.339 0.0 0.1 0.1 -0.001
H 2.476 -0.744 1.180 0.1 0.0 -0.9 -0.033
C -0.682 -0.902 -1.804 0.2 0.2 -0.1 0.003
C -2.318 1.671 -0.758 0.1 0.0 -0.1 0.009
H -0.632 2.247 0.438 -0.1 -0.2 -0.3 0.001
C -3.020 3.031 -0.705 0.2 0.0 0.2 0.001
H -2.531 1.187 -1.723 0.0 0.1 0.1 0.000
H -2.700 1.005 0.029 0.1 0.2 -0.2 0.005
C -2.405 4.056 -1.658 0.1 -0.2 -0.2 0.000
H -4.085 2.900 -0.923 0.0 0.1 0.0 0.000
H -2.943 3.419 0.318 0.0 -0.1 0.0 0.000
C -0.880 4.149 -1.531 0.1 0.1 0.2 -0.001
H -2.660 3.783 -2.690 0.0 0.0 0.0 0.000
H -2.844 5.042 -1.473 0.0 -0.1 -0.1 0.000
C -0.172 2.791 -1.584 -0.2 -0.1 -0.2 -0.002
H -0.472 4.802 -2.312 -0.1 0.0 0.1 0.000
H -0.641 4.612 -0.565 0.0 0.0 -0.1 0.000
H -0.240 2.375 -2.599 0.0 0.2 0.1 0.000
H 0.901 2.924 -1.375 -0.3 0.0 0.0 0.000
C 0.036 -2.262 -1.914 -0.1 0.0 0.1 0.000
H -1.723 -1.089 -1.477 0.3 0.0 -0.1 0.000
C -0.665 -3.188 -2.914 -0.2 0.1 -0.1 0.000
H 1.075 -2.101 -2.238 -0.3 -0.1 0.1 0.000
H 0.086 -2.753 -0.930 -0.1 0.2 -0.4 0.000
C -0.899 -2.541 -4.292 0.3 0.1 0.0 0.000
H -0.069 -4.104 -3.037 -0.2 0.1 0.0 0.000
H -1.640 -3.477 -2.496 0.2 0.0 0.0 0.000
C -1.446 -1.108 -4.218 -0.1 0.0 0.2 0.000
H 0.053 -2.530 -4.842 -0.1 0.0 0.1 0.000
H -1.594 -3.161 -4.872 0.2 0.0 0.0 0.000
C -0.726 -0.230 -3.180 0.0 -0.2 -0.5 0.001
H -1.372 -0.626 -5.207 -0.1 -0.2 0.2 0.000
H -2.512 -1.151 -3.950 0.1 0.0 -0.1 0.000
H 0.294 -0.041 -3.535 -0.2 -0.1 0.1 0.000
H -1.218 0.749 -3.135 0.1 -0.3 0.0 0.000
C -0.360 -3.254 1.634 -1.7 -0.4 -0.9 -0.002
C -1.711 -3.233 1.367 2.1 0.0 0.3 -0.002
H 0.391 -2.718 1.019 -0.6 -0.7 -0.2 -0.008
C -2.720 -3.466 2.452 0.1 -1.1 0.5 0.004
H -2.122 -2.960 0.384 0.4 0.4 0.5 -0.001
C -2.066 -3.632 3.846 0.3 0.3 -0.3 0.002
H -3.469 -2.661 2.474 0.3 0.0 -0.2 0.001
H -3.266 -4.397 2.238 -0.2 0.1 0.0 0.000
C -0.845 -4.555 3.752 -0.2 -0.3 -0.2 0.000
H -1.750 -2.649 4.225 -0.1 -0.2 -0.1 0.002
H -2.782 -4.062 4.561 0.1 0.2 -0.2 0.000
C 0.215 -4.089 2.737 0.0 0.4 0.8 -0.002
H -0.387 -4.695 4.734 0.0 0.1 0.0 0.000
H -1.201 -5.543 3.429 0.0 0.0 0.1 0.000
H 1.036 -3.573 3.254 -0.2 0.1 -0.1 -0.002
H 0.671 -4.987 2.292 0.0 0.2 -0.1 0.000
F 1.137 5.666 4.698 -0.1 -0.2 -0.1 -0.001
C 0.916 4.549 3.928 0.2 0.0 -0.1 -0.005
C 1.660 4.411 2.756 -0.1 -0.3 -0.3 -0.001
C 1.457 3.254 1.975 -0.1 1.0 1.3 -0.008
C 0.591 2.275 2.437 -0.4 -0.8 -1.1 -0.019
C -0.187 2.453 3.575 0.6 1.6 0.6 -0.014
C -0.018 3.617 4.359 -0.1 -0.4 -0.4 -0.001
H 2.385 5.167 2.456 -0.2 0.0 0.2 0.000
H 1.980 3.139 1.019 0.1 0.1 0.3 0.000
H -0.942 1.718 3.878 0.3 0.0 0.1 -0.005
H -0.589 3.771 5.272 0.1 0.2 -0.1 0.000
```
Forces are in eV/Å.